(1)
Density functional theory data (wB97M-V/def2-TZVPD) for an isolated molecule of C3H3NO2 at a distorted geometry.

Geometry as ORCA input:
```
! RIJCOSX wB97M-V def2-TZVPD def2/J DEFGRID3
* xyz 0 1
N -2.634 1.239 -0.035
C -1.749 0.497 -0.059
C -0.631 -0.454 -0.086
O 0.496 0.177 -0.694
C 1.629 0.197 0.036
O 1.776 -0.304 1.116
H -0.902 -1.326 -0.685
H -0.382 -0.772 0.930
H 2.397 0.746 -0.524
*
```

As for the HOMO energy: -11.6 eV. The value obtained for the energy above the lowest of the compared OMol25 structures with the same formula, charge and spin is 28.9 kcal/mol.

Here are the Löwdin charges for atoms 1 to 8, given in e:
1 N 0.159
2 C -0.165
3 C -0.152
4 O -0.021
5 C -0.320
6 O 0.084
7 H 0.138
8 H 0.126

=====

(2)
Density functional theory data (wB97M-V/def2-TZVPD) for a structure of composition C29H25BrF5IO2Y at a distorted geometry.

Geometry as ORCA input:
```
! RIJCOSX wB97M-V def2-TZVPD def2/J DEFGRID3
* xyz -1 1
Y 0.643 0.298 0.556
C -2.102 2.310 0.131
C -3.065 1.614 0.879
C -2.502 1.298 2.137
C -1.192 1.804 2.172
C -0.934 2.435 0.917
C 0.084 3.527 0.713
C -0.369 2.004 3.416
C -3.167 0.527 3.248
C -4.470 1.318 0.428
C -2.267 2.834 -1.272
H 1.072 3.282 1.101
H -0.236 4.445 1.218
H 0.208 3.759 -0.346
H 0.696 2.113 3.208
H -0.464 1.175 4.119
H -0.677 2.918 3.944
H -2.767 -0.491 3.344
H -4.245 0.431 3.082
H -3.028 1.016 4.221
H -4.590 0.376 -0.125
H -4.835 2.113 -0.228
H -5.151 1.271 1.283
H -3.121 2.370 -1.775
H -1.382 2.625 -1.879
H -2.427 3.920 -1.296
I -2.014 -1.104 -0.074
C -1.059 -2.763 -0.946
C -1.846 -3.805 -1.346
C -1.253 -4.917 -1.992
C 0.093 -4.931 -2.215
C 0.915 -3.850 -1.801
C 2.314 -3.868 -2.051
C 3.090 -2.823 -1.649
C 2.505 -1.722 -0.972
C 1.162 -1.625 -0.686
C 0.354 -2.724 -1.133
H -2.918 -3.777 -1.185
H -1.874 -5.746 -2.313
H 0.560 -5.774 -2.718
H 2.745 -4.724 -2.565
H 4.160 -2.832 -1.841
H 3.189 -0.935 -0.656
Br 6.319 3.726 -5.344
C 5.053 3.099 -4.072
C 4.078 2.200 -4.477
C 3.150 1.757 -3.542
C 3.218 2.194 -2.227
C 4.208 3.082 -1.838
C 5.130 3.553 -2.764
C 2.230 1.691 -1.226
O 2.561 1.677 0.004
O 1.113 1.273 -1.628
H 4.042 1.857 -5.503
H 2.361 1.067 -3.824
H 4.259 3.394 -0.799
H 5.901 4.256 -2.472
F 3.166 -0.929 2.021
C 1.939 -0.436 2.454
F 2.240 0.340 3.550
C 1.220 -1.661 3.050
F 1.212 -2.682 2.193
F -0.073 -1.310 3.278
F 1.727 -2.102 4.214
*
```

As for the HOMO energy: -4.2 eV. The value obtained for the energy above the lowest of the compared OMol25 structures with the same formula, charge and spin is 39.6 kcal/mol.

Here are the Löwdin charges for atoms 1 to 8, given in e:
1 Y 1.413
2 C -0.297
3 C -0.369
4 C -0.309
5 C -0.334
6 C -0.378
7 C -0.062
8 C -0.061

=====

(3)
Density functional theory data (wB97M-V/def2-TZVPD) for a structure of composition C3H7NO2 at a distorted geometry.

Geometry as ORCA input:
```
! RIJCOSX wB97M-V def2-TZVPD def2/J DEFGRID3
* xyz 0 1
C -1.873 0.146 -0.007
C -1.104 -0.722 -0.911
O 0.869 1.138 -1.056
C 1.246 0.248 -0.307
O 0.464 -0.781 0.057
N 2.540 0.227 0.172
H -1.948 1.196 -0.291
H -0.962 0.021 0.604
H -2.727 -0.264 0.534
H -1.373 -1.776 -0.929
H -0.691 -0.282 -1.804
H 2.798 -0.346 0.957
H 3.076 1.072 0.022
*
```

As for the HOMO energy: -10.0 eV. The value obtained for the energy above the lowest of the compared OMol25 structures with the same formula, charge and spin is 51.3 kcal/mol.

Here are the Löwdin charges for atoms 1 to 8, given in e:
1 C -0.090
2 C 0.014
3 O 0.027
4 C -0.683
5 O -0.080
6 N 0.156
7 H 0.089
8 H 0.076

=====

(4)
Density functional theory data (wB97M-V/def2-TZVPD) for a cluster of 2 separate species, C6H10O in total.

Geometry as ORCA input:
```
! RIJCOSX wB97M-V def2-TZVPD def2/J DEFGRID3
* xyz 0 1
C -2.234 -0.427 0.082
C -0.764 -0.227 0.286
C 0.182 -1.164 0.351
C 1.568 -0.776 0.808
C 1.853 0.584 0.220
C 0.849 1.451 0.129
O -0.444 1.109 0.444
H -2.655 0.392 -0.508
H -2.746 -0.439 1.052
H -2.430 -1.381 -0.416
H -0.060 -2.194 0.112
H 1.584 -0.713 1.912
H 2.321 -1.517 0.521
H 2.846 0.858 -0.118
H 0.920 2.475 -0.226
H -0.657 0.738 -2.417
H -0.134 1.231 -2.230
*
```

As for the HOMO energy: -8.4 eV. The value obtained for the energy above the lowest of the compared OMol25 structures with the same formula, charge and spin is 38.6 kcal/mol.

Here are the Löwdin charges for atoms 1 to 8, given in e:
1 C -0.027
2 C -0.371
3 C -0.047
4 C -0.177
5 C -0.078
6 C -0.179
7 O -0.043
8 H 0.079

=====

(5)
Density functional theory data (wB97M-V/def2-TZVPD) for an isolated molecule of C6H12O at a distorted geometry.

Geometry as ORCA input:
```
! RIJCOSX wB97M-V def2-TZVPD def2/J DEFGRID3
* xyz 0 1
C 2.765 -0.397 0.467
C 1.725 0.527 -0.227
C 0.235 0.268 0.050
C -1.552 0.855 -1.100
C -2.217 0.212 0.068
C -1.502 -1.153 0.294
O -0.114 -1.048 0.013
H 2.778 -0.311 1.562
H 2.607 -1.449 0.216
H 3.776 -0.126 0.126
H 1.945 1.556 0.091
H 1.891 0.474 -1.302
H 0.005 0.681 1.063
H -1.501 1.932 -1.196
H -2.020 0.482 -2.052
H -3.299 0.022 0.038
H -2.011 0.865 0.915
H -1.639 -1.446 1.339
H -1.872 -1.944 -0.366
*
```

As for the HOMO energy: -8.2 eV. The value obtained for the energy above the lowest of the compared OMol25 structures with the same formula, charge and spin is 81.7 kcal/mol.

Here are the Löwdin charges for atoms 1 to 8, given in e:
1 C -0.102
2 C -0.205
3 C -0.179
4 C -0.021
5 C -0.284
6 C -0.192
7 O -0.134
8 H 0.070

=====

(6)
Density functional theory data (wB97M-V/def2-TZVPD) for a structure of composition C25H29N13SeTi.

Geometry as ORCA input:
```
! RIJCOSX wB97M-V def2-TZVPD def2/J DEFGRID3
* xyz -2 1
Ti 0.445 -0.008 1.181
N -0.571 0.282 -0.802
C -1.968 -0.181 -0.837
C -2.703 0.346 0.384
N -1.891 0.111 1.592
H -0.521 1.264 -1.067
H -0.054 -0.146 -1.575
H -1.946 -1.269 -0.828
H -2.464 0.148 -1.754
H -3.690 -0.119 0.456
H -2.861 1.422 0.296
H -2.046 -0.814 1.978
H -2.085 0.787 2.325
N 1.247 -2.920 2.997
C 0.662 -3.151 1.769
N 0.520 -4.351 1.237
N -0.083 -4.116 0.052
N -0.283 -2.859 -0.114
N 0.179 -2.192 0.979
C 0.931 -1.807 3.753
N 0.955 -1.801 5.072
N 0.588 -0.543 5.401
N 0.372 0.158 4.346
N 0.585 -0.620 3.255
H 1.428 -3.749 3.538
C -1.548 4.624 3.559
C -0.332 4.264 4.136
C 0.514 3.364 3.515
C 0.155 2.797 2.288
C -1.046 3.187 1.697
C -1.899 4.083 2.332
N 0.962 1.835 1.657
N 2.299 2.160 1.710
C 2.995 1.181 1.136
C 4.418 1.309 1.012
C 5.142 0.350 0.375
C 4.514 -0.802 -0.175
C 3.161 -0.955 -0.041
C 2.352 0.006 0.623
H -2.208 5.323 4.060
H -0.048 4.679 5.097
H 1.448 3.057 3.962
H -1.282 2.811 0.710
H -2.825 4.375 1.850
H 4.889 2.194 1.426
H 6.218 0.463 0.280
H 5.109 -1.549 -0.687
H 2.681 -1.842 -0.446
C 0.220 -2.532 -9.010
C 0.145 -1.628 -7.807
C -0.620 -0.472 -7.815
C -0.682 0.383 -6.715
C -1.536 1.616 -6.798
C 0.045 0.091 -5.545
Se -0.003 1.247 -4.034
C 0.822 -1.090 -5.530
C 1.605 -1.481 -4.309
C 0.857 -1.915 -6.647
H -0.528 -2.256 -9.755
H 0.050 -3.578 -8.740
H 1.201 -2.481 -9.495
H -1.194 -0.221 -8.704
H -2.019 1.690 -7.776
H -0.941 2.514 -6.616
H -2.298 1.612 -6.015
H 0.936 -1.711 -3.475
H 2.234 -0.659 -3.964
H 2.223 -2.359 -4.508
H 1.461 -2.819 -6.606
*
```

As for the HOMO energy: -1.2 eV. The value obtained for the energy above the lowest of the compared OMol25 structures with the same formula, charge and spin is 18.0 kcal/mol.

Here are the Löwdin charges for atoms 1 to 8, given in e:
1 Ti 0.976
2 N -0.048
3 C -0.247
4 C -0.235
5 N -0.022
6 H 0.058
7 H 0.030
8 H 0.084